(1)
DFT (ωB97M-V with the def2-TZVPD basis set) results for a structure of composition C4H8ClIO12S2Ti.

Geometry as XYZ:
```
29
C4H8ClIO12S2Ti (ωB97M-V with the def2-TZVPD basis set)
Ti -15.51 -2.66 30.79
I -13.13 -1.05 31.31
Cl -16.18 -3.07 27.09
O -17.18 -2.61 26.13
O -14.87 -2.86 26.44
O -16.15 -2.39 28.40
O -16.20 -4.44 27.25
C -16.80 -6.77 32.91
C -16.26 -6.56 34.33
O -16.04 -5.13 34.41
S -17.04 -4.30 33.36
O -16.20 -3.14 32.97
O -18.36 -4.17 33.90
O -16.89 -5.53 32.28
H -17.80 -7.17 33.05
H -16.18 -7.47 32.34
H -15.38 -7.21 34.33
H -17.05 -6.86 35.01
C -20.08 -0.15 32.96
C -20.68 -0.07 31.57
O -19.66 -0.17 30.62
S -18.25 0.29 31.29
O -17.77 1.44 30.59
O -17.33 -0.84 31.34
O -18.86 0.57 32.78
H -19.81 -1.16 33.24
H -20.66 0.26 33.79
H -21.18 0.90 31.55
H -21.48 -0.81 31.45
```

Properties
orbital gap (spin up / spin down)	5.65 / 4.33	eV
multiplicity	5
expectation value of S²	6.00
relative energy (zero: lowest compared OMol25 entry of this formula, charge and spin)	0.0	kJ/mol
E	-94242.0088	eV
E_LUMO (spin up / spin down)	-0.3 / -4.1	eV
highest occupied orbital energy (spin up / spin down)	-6.0 / -8.5	eV

Results of the Löwdin charge analysis, in e, for atoms 1 through 2: atom 1 (Ti): 0.394, atom 2 (I): 0.449

***

(2)
DFT (ωB97M-V with the def2-TZVPD basis set) results for the molecule C4H8ClN.

Geometry as XYZ:
```
14
C4H8ClN (ωB97M-V with the def2-TZVPD basis set)
C 0.38 -0.09 -0.66
C -0.17 1.11 0.10
C -0.52 0.14 1.27
C 0.51 -0.86 0.70
H -0.87 0.08 -2.13
H 0.30 -1.13 -2.30
H 1.41 0.17 -1.05
H -1.04 1.58 -0.28
H 0.58 1.89 0.22
H -1.50 -0.30 1.04
H 1.51 -0.77 1.15
H 0.30 -1.90 0.61
N -0.38 -0.71 -1.65
Cl -0.51 0.78 2.95
```

Properties
SMILES	N[C@H]1C[C@H](Cl)C1
orbital gap	10.25	eV
relative energy (zero: lowest compared OMol25 entry of this formula, charge and spin)	54.9	kJ/mol
E	-18289.2030	eV
E_LUMO	0.9	eV
highest occupied orbital energy	-9.3	eV

Results of the Löwdin charge analysis, in e, for atoms 1 through 2: atom 1 (C): -0.463, atom 2 (C): -0.156

***

(3)
DFT (ωB97M-V with the def2-TZVPD basis set) results for a cluster of 2 separate species, C4H8ClN in total.

Geometry as XYZ:
```
14
C4H8ClN (ωB97M-V with the def2-TZVPD basis set)
C -0.36 0.93 1.10
C 0.10 0.91 -0.36
C -0.97 0.03 0.12
C 1.47 0.35 -0.67
N -0.38 -2.13 0.14
Cl -2.60 0.01 -0.39
H 0.31 0.52 1.84
H -0.97 1.75 1.45
H -0.20 1.73 -1.00
H 1.68 -0.48 0.00
H 2.23 1.13 -0.54
H 1.51 -0.01 -1.69
H -1.10 -2.42 0.80
H -0.72 -2.33 -0.79
```

Properties
orbital gap (spin up / spin down)	9.18 / 9.18	eV
relative energy (zero: lowest compared OMol25 entry of this formula, charge and spin)	295.8	kJ/mol
E	-18286.7058	eV
E_LUMO (spin up / spin down)	0.1 / 0.1	eV
highest occupied orbital energy (spin up / spin down)	-9.0 / -9.0	eV

Results of the Löwdin charge analysis, in e, for atoms 1 through 2: atom 1 (C): -0.108, atom 2 (C): -0.340

***

(4)
DFT (ωB97M-V with the def2-TZVPD basis set) results for the molecule C4H8ClN3.

Geometry as XYZ:
```
16
C4H8ClN3 (ωB97M-V with the def2-TZVPD basis set)
C -1.41 -0.67 -0.25
C -0.64 0.57 -0.68
C 0.02 1.57 0.24
C 2.61 -0.16 0.64
H -1.48 -1.37 -1.12
H -1.02 -1.07 0.86
H -0.93 1.09 -1.49
H 0.30 2.66 0.02
H 0.05 1.55 1.46
H 1.61 -1.19 -0.72
H 2.51 0.53 1.65
H 4.02 -1.29 -0.75
N 0.79 0.58 -0.64
N 1.36 -0.55 0.08
N 4.03 -0.48 -0.02
Cl -3.05 -0.33 0.26
```

Properties
SMILES	[H]/N=C\NN1C[C@@H]1CCl
orbital gap	8.90	eV
relative energy (zero: lowest compared OMol25 entry of this formula, charge and spin)	650.1	kJ/mol
E	-21263.7133	eV
E_LUMO	0.1	eV
highest occupied orbital energy	-8.8	eV

Results of the Löwdin charge analysis, in e, for atoms 1 through 2: atom 1 (C): -0.598, atom 2 (C): -0.378

***

(5)
DFT (ωB97M-V with the def2-TZVPD basis set) results for the ion C4H8ClN4 with charge +1.

Geometry as XYZ:
```
17
C4H8ClN4 (ωB97M-V with the def2-TZVPD basis set)
C 2.68 -0.40 0.00
C 0.71 1.39 -0.02
C 1.41 -2.23 0.01
C 0.40 -1.09 -0.04
N 2.72 -1.65 0.06
N 1.37 2.42 0.04
N 1.23 0.13 -0.01
N -0.93 1.56 0.04
Cl 3.95 0.68 -0.02
H 1.10 -2.93 0.77
H 1.55 -2.80 -0.79
H -0.22 -0.95 -0.91
H -0.28 -1.07 0.88
H 1.12 3.29 0.30
H -1.27 0.59 -0.17
H -1.22 2.07 -0.86
H -1.31 2.02 0.86
```

Properties
SMILES	[H]/N=C(\[NH3+])N1CCN=C1Cl
charge	+1
orbital gap	9.26	eV
relative energy (zero: lowest compared OMol25 entry of this formula, charge and spin)	329.6	kJ/mol
E	-22751.2576	eV
E_LUMO	-4.0	eV
highest occupied orbital energy	-13.2	eV

Results of the Löwdin charge analysis, in e, for atoms 1 through 2: atom 1 (C): -0.721, atom 2 (C): -0.351

***

(6)
DFT (ωB97M-V with the def2-TZVPD basis set) results for a cluster of 2 separate species, C4H8ClNO2 in total.

Geometry as XYZ:
```
16
C4H8ClNO2 (ωB97M-V with the def2-TZVPD basis set)
C 0.05 -0.37 -2.33
C 0.09 -1.09 -1.03
C 1.07 -0.98 -0.10
C -0.92 0.73 2.47
N -0.17 1.15 1.53
O -0.87 1.34 0.27
O 1.05 1.10 1.47
Cl -0.42 0.56 4.09
H 0.94 0.32 -2.38
H -0.69 0.44 -2.31
H -0.08 -1.15 -3.14
H -0.77 -1.78 -0.94
H -0.22 0.93 -0.49
H 1.10 -1.59 0.79
H 1.88 -0.31 -0.19
H -2.03 0.70 2.28
```

Properties
SMILES	[O-]/[N+](O)=C\Cl.C=CC
orbital gap	9.76	eV
relative energy (zero: lowest compared OMol25 entry of this formula, charge and spin)	502.4	kJ/mol
E	-22379.8974	eV
E_LUMO	0.8	eV
highest occupied orbital energy	-9.0	eV

Results of the Löwdin charge analysis, in e, for atoms 1 through 2: atom 1 (C): -0.132, atom 2 (C): -0.267

***

(7)
DFT (ωB97M-V with the def2-TZVPD basis set) results for a structure of composition C4H8CsLiO3.

Geometry as XYZ:
```
17
C4H8CsLiO3 (ωB97M-V with the def2-TZVPD basis set)
C -1.26 0.81 -0.71
C -0.92 -0.06 0.56
C 0.53 -0.44 0.54
C 0.96 -1.41 -0.48
O 2.14 -1.71 -0.66
O -2.56 1.17 -0.64
Cs -7.35 0.98 -1.74
Li 3.66 -0.73 0.02
H -1.04 0.19 -1.61
H -0.59 1.69 -0.68
H -1.57 -0.95 0.56
H -1.14 0.55 1.45
H 0.85 -0.86 1.51
H 0.17 -1.85 -1.13
O 3.09 0.81 0.76
H 3.50 1.29 1.48
H 1.54 0.53 0.76
```

Properties
charge	+1
orbital gap (spin up / spin down)	6.49 / 6.48	eV
multiplicity	2
expectation value of S²	0.75
relative energy (zero: lowest compared OMol25 entry of this formula, charge and spin)	55.7	kJ/mol
E	-11165.3163	eV
E_LUMO (spin up / spin down)	-3.9 / -3.9	eV
highest occupied orbital energy (spin up / spin down)	-10.4 / -10.4	eV

Results of the Löwdin charge analysis, in e, for atoms 1 through 2: atom 1 (C): -0.328, atom 2 (C): -0.186

***

(8)
DFT (ωB97M-V with the def2-TZVPD basis set) results for a structure of composition C4H8CsO3.

Geometry as XYZ:
```
16
C4H8CsO3 (ωB97M-V with the def2-TZVPD basis set)
H -1.67 -1.35 0.64
O 0.46 0.33 -0.59
C 0.95 -0.87 -0.16
O 1.41 -0.98 1.03
Cs 0.83 -4.89 2.09
O 0.14 -1.89 -0.60
C -1.63 -1.96 -0.27
H -1.84 -2.93 -0.74
H -2.55 -1.53 -0.69
C 1.01 1.49 0.01
H 1.11 1.38 1.10
H 2.03 1.66 -0.38
C 0.10 2.66 -0.30
H -0.02 2.77 -1.39
H -0.88 2.53 0.16
H 0.55 3.59 0.09
```

Properties
orbital gap (spin up / spin down)	2.74 / 6.20	eV
multiplicity	2
expectation value of S²	0.77
relative energy (zero: lowest compared OMol25 entry of this formula, charge and spin)	224.0	kJ/mol
E	-10962.7455	eV
E_LUMO (spin up / spin down)	-1.2 / -1.3	eV
highest occupied orbital energy (spin up / spin down)	-4.0 / -7.5	eV

Results of the Löwdin charge analysis, in e, for atoms 1 through 2: atom 1 (H): 0.032, atom 2 (O): -0.039

***

(9)
DFT (ωB97M-V with the def2-TZVPD basis set) results for a structure of composition C4H8F8Li3N4O18S9.

Geometry as XYZ:
```
54
C4H8F8Li3N4O18S9 (ωB97M-V with the def2-TZVPD basis set)
Li 0.70 2.29 0.28
Li 1.15 -2.89 1.68
Li 0.94 -0.62 0.04
N 0.05 2.74 -1.57
S 0.45 1.41 -2.52
O -0.12 1.31 -3.81
O 0.46 0.24 -1.68
F 1.93 1.74 -2.77
S -1.54 2.78 -1.95
O -2.26 1.57 -1.77
O -1.81 3.60 -3.06
F -2.03 3.63 -0.70
N 2.37 3.30 0.37
S 2.81 4.24 1.63
O 3.98 5.01 1.41
O 2.59 3.61 2.88
F 1.64 5.30 1.49
S 3.73 2.53 0.00
O 4.63 2.14 1.02
O 4.27 2.99 -1.23
F 2.95 1.16 -0.44
N 1.90 -2.30 -0.09
S 1.55 -3.58 -1.17
O 0.88 -4.51 -0.32
O 2.38 -4.01 -2.21
F 0.36 -2.82 -1.89
S 3.48 -2.21 -0.46
O 3.73 -1.43 -1.60
O 4.24 -3.38 -0.21
F 3.90 -1.25 0.73
N 0.33 0.78 1.44
S 1.01 0.22 2.76
O 1.08 -1.22 2.92
O 1.00 0.99 3.94
F 2.50 0.45 2.26
S -1.21 1.09 2.13
O -1.31 2.46 2.42
O -1.79 0.06 2.90
F -1.94 1.00 0.74
C -4.06 -1.70 -1.22
C -4.27 -1.19 0.21
C -3.47 -2.16 1.08
S -1.96 -2.51 0.16
O -1.76 -3.93 0.09
O -0.88 -1.63 0.57
C -2.57 -1.89 -1.42
H -4.44 -0.96 -1.94
H -4.69 -2.58 -1.38
H -5.32 -1.27 0.48
H -3.87 -0.19 0.31
H -3.96 -3.14 1.07
H -3.32 -1.90 2.12
H -2.23 -2.47 -2.27
H -2.17 -0.87 -1.46
```

Properties
charge	-1
orbital gap	9.13	eV
relative energy (zero: lowest compared OMol25 entry of this formula, charge and spin)	0.0	kJ/mol
E	-166971.0067	eV
E_LUMO	1.4	eV
highest occupied orbital energy	-7.7	eV

Results of the Löwdin charge analysis, in e, for atoms 1 through 2: atom 1 (Li): 0.577, atom 2 (Li): 0.738

***

(10)
DFT (ωB97M-V with the def2-TZVPD basis set) results for a cluster of 2 separate species, C4H8FIO in total.

Geometry as XYZ:
```
15
C4H8FIO (ωB97M-V with the def2-TZVPD basis set)
C -0.30 1.38 1.29
C 0.10 -1.69 -1.10
C -0.66 0.50 0.10
C 0.07 -0.81 0.08
O -0.55 1.16 -1.13
F 0.10 -1.44 1.26
I 2.97 0.16 -0.04
H -1.05 2.16 1.41
H -0.25 0.79 2.20
H 0.67 1.84 1.12
H -0.79 -2.32 -1.10
H 0.96 -2.36 -1.06
H 0.12 -1.10 -2.01
H -1.73 0.23 0.18
H 0.35 1.49 -1.22
```

Properties
orbital gap (spin up / spin down)	7.00 / 7.00	eV
relative energy (zero: lowest compared OMol25 entry of this formula, charge and spin)	46.0	kJ/mol
E	-17142.2213	eV
E_LUMO (spin up / spin down)	-1.7 / -1.7	eV
highest occupied orbital energy (spin up / spin down)	-8.7 / -8.7	eV

Results of the Löwdin charge analysis, in e, for atoms 1 through 2: atom 1 (C): -0.044, atom 2 (C): -0.044

***

(11)
DFT (ωB97M-V with the def2-TZVPD basis set) results for the molecule C4H8FN.

Geometry as XYZ:
```
14
C4H8FN (ωB97M-V with the def2-TZVPD basis set)
C 1.35 0.13 1.34
C 0.38 0.77 0.35
C -1.10 -0.03 -1.52
C -0.89 -1.14 -0.56
H 0.80 -0.81 1.62
H 1.45 0.88 2.14
H -0.61 1.07 0.95
H 0.85 1.66 -0.10
H -1.77 0.77 -1.16
H -0.91 -0.07 -2.64
H -0.69 -2.11 -0.97
H -1.52 -1.00 0.37
N 0.12 -0.20 -0.60
F 2.56 0.10 0.76
```

Properties
SMILES	FCCN1CC1
orbital gap	10.25	eV
relative energy (zero: lowest compared OMol25 entry of this formula, charge and spin)	210.5	kJ/mol
E	-8482.8563	eV
E_LUMO	1.2	eV
highest occupied orbital energy	-9.1	eV

Results of the Löwdin charge analysis, in e, for atoms 1 through 2: atom 1 (C): -0.249, atom 2 (C): -0.258

***

(12)
DFT (ωB97M-V with the def2-TZVPD basis set) results for the molecule C4H8FN.

Geometry as XYZ:
```
14
C4H8FN (ωB97M-V with the def2-TZVPD basis set)
C -0.67 1.82 -0.04
C -0.58 0.34 -0.43
C 0.63 -0.31 0.22
C 0.61 -1.60 0.82
H 0.36 2.14 -0.15
H -1.07 1.88 0.97
H -0.48 0.27 -1.47
H -1.45 -0.24 -0.25
H 1.44 0.40 0.53
H 1.24 -1.89 1.67
H -0.34 -2.16 0.77
H 0.65 -1.79 -1.27
N 1.19 -1.46 -0.51
F -1.52 2.61 -0.85
```

Properties
SMILES	FCC[C@H]1CN1
orbital gap	10.62	eV
relative energy (zero: lowest compared OMol25 entry of this formula, charge and spin)	144.8	kJ/mol
E	-8483.5368	eV
E_LUMO	1.1	eV
highest occupied orbital energy	-9.5	eV

Results of the Löwdin charge analysis, in e, for atoms 1 through 2: atom 1 (C): -0.171, atom 2 (C): -0.144